DFT (ωB97M-V with the def2-TZVPD basis set) results for a 2-piece molecular cluster, C2H7O2 overall in a non-equilibrium geometry.

Values from the calculation:
**Strongest force on any atom**: 3.7 eV Å⁻¹
**LUMO (alpha / beta)**: -8.49 / -8.53 eV
**Energy above the lowest of the compared OMol25 structures with the same formula, charge and spin**: 6.8115 eV
**Total charge**: +1
**Gap between HOMO and LUMO (alpha / beta)**: 0.2398 / 0.2368 hartree

Geometry as XYZ:
```
11
Properties=species:S:1:pos:R:3:lowdin_charge:R:1
O -1.196 -1.315 0.012 0.03
O -0.584 -0.078 -0.359 -0.23
C -1.221 0.951 0.319 -0.07
C 2.044 -0.351 -0.181 0.53
H 2.359 0.731 -0.406 0.13
H -2.316 1.005 0.106 0.12
H 1.701 -1.178 -0.804 0.09
H 2.016 -0.496 0.819 0.03
H -1.106 -1.808 -0.812 0.12
H -0.644 1.801 -0.123 0.12
H -1.052 0.736 1.429 0.13
```



DFT (ωB97M-V with the def2-TZVPD basis set) results for C2H7O3Sc as an isolated structure in a non-equilibrium geometry.

Values from the calculation:
**Strongest force on any atom**: 3.0 eV Å⁻¹
**⟨S²⟩**: 0.751
**LUMO (alpha / beta)**: -6.14 / -6.31 eV
**Total charge**: +1
**2S+1**: 2
**Gap between HOMO and LUMO (alpha / beta)**: 0.2143 / 0.2083 hartree

Geometry as XYZ:
```
13
Properties=species:S:1:pos:R:3:mulliken_spin:R:1
Sc 1.483 4.566 -0.736 1.10
O -0.054 -0.863 1.235 0.00
O 0.702 -1.797 0.479 0.00
O 0.108 3.214 -0.532 -0.13
C 0.014 0.466 0.574 -0.01
C -0.194 -2.592 -0.269 0.00
H -0.580 -2.043 -1.141 0.00
H 1.065 0.790 0.592 0.01
H -0.672 1.059 1.192 0.00
H -1.026 -2.934 0.362 0.00
H 0.396 -3.452 -0.609 0.00
H -0.401 0.361 -0.441 0.00
H -0.842 3.224 -0.706 0.02
```



DFT (ωB97M-V with the def2-TZVPD basis set) results for a 2-piece molecular cluster, C2H7OPS overall in a non-equilibrium geometry.

Values from the calculation:
**Strongest force on any atom**: 5.2 eV Å⁻¹
**LUMO**: -1.65 eV
**Energy above the lowest of the compared OMol25 structures with the same formula, charge and spin**: 2.7329 eV
**Gap between HOMO and LUMO**: 0.2411 hartree

Geometry as XYZ:
```
12
Properties=species:S:1:pos:R:3:lowdin_charge:R:1
S -3.583 -0.209 0.052 0.16
P -1.674 -0.073 -0.358 0.06
O -1.003 -1.312 0.211 -0.45
C 1.094 -1.662 0.049 0.26
C -0.870 1.450 0.270 -0.26
H 1.444 -0.682 0.300 0.03
H 1.088 -1.965 -0.979 0.05
H -1.068 1.513 1.341 0.05
H -1.395 -0.023 -1.727 -0.01
H -1.288 2.321 -0.224 0.04
H 0.205 1.413 0.103 0.02
H 1.086 -2.420 0.805 0.05
```